Entry 1:
{"formula": "C17H23NO4", "method": "ωB97M-V with the def2-TZVPD basis set", "lumo_energy_ev": 0.622, "e_homo_ev": -8.598, "spin_multiplicity": 1, "charge": 0, "elements": ["O", "O", "O", "O", "N", "C", "C", "C", "C", "C", "C", "C", "C", "C", "C", "C", "C", "C", "C", "C", "C", "C", "H", "H", "H", "H", "H", "H", "H", "H", "H", "H", "H", "H", "H", "H", "H", "H", "H", "H", "H", "H", "H", "H", "H"], "coordinates": [[-0.205, 2.785, -1.543], [-1.989, -3.418, 4.279], [-0.589, 0.165, -2.698], [-0.049, 1.672, 0.164], [-2.508, 0.062, -1.367], [3.085, 2.044, -0.995], [-2.260, -1.323, -1.197], [-2.402, -1.607, 0.238], [3.563, -0.137, -1.248], [-2.079, -2.805, 2.893], [-1.450, -1.140, 1.099], [0.404, 2.600, -0.464], [-1.401, 0.811, -1.832], [1.829, 3.319, -0.334], [-1.140, -2.710, 5.153], [-3.001, -2.953, 0.656], [2.517, 0.411, -2.678], [-1.571, 2.481, -1.830], [-1.366, -1.803, 2.280], [2.697, 1.869, -2.410], [-2.863, -3.384, 1.943], [3.069, 0.827, -0.214], [-0.734, -0.123, 0.922], [-1.405, -1.629, 5.185], [-3.592, -3.302, 0.146], [-0.544, -1.114, 3.039], [1.553, 0.070, -2.619], [-0.135, -2.934, 4.820], [3.734, 3.006, -0.650], [3.680, 0.838, 0.494], [2.004, 3.344, 0.752], [-2.381, 2.683, -1.080], [1.865, 2.230, -2.958], [3.169, -1.079, -1.068], [-1.935, 2.819, -2.807], [-2.922, 0.665, -0.525], [3.703, 2.308, -2.852], [-3.590, -4.195, 2.355], [-1.457, -1.522, -1.691], [-1.093, -3.321, 5.924], [1.996, 0.566, 0.147], [1.751, 4.253, -0.853], [4.492, 0.181, -1.520], [3.061, 0.072, -3.564], [-3.511, -1.580, -1.491]]}

=====

Entry 2:
{"formula": "C11H25ClNO2PS", "method": "ωB97M-V with the def2-TZVPD basis set", "lumo_energy_ev": -0.673, "e_homo_ev": -6.882, "spin_multiplicity": 1, "charge": 0, "elements": ["Cl", "S", "P", "O", "O", "N", "C", "C", "C", "C", "C", "C", "C", "C", "C", "C", "C", "H", "H", "H", "H", "H", "H", "H", "H", "H", "H", "H", "H", "H", "H", "H", "H", "H", "H", "H", "H", "H", "H", "H", "H", "H"], "coordinates": [[-4.453, -2.403, 2.283], [-0.064, -0.742, -0.128], [1.580, -1.863, -0.994], [-2.832, -1.633, -2.487], [0.057, 3.577, -1.361], [-3.653, 0.364, -1.288], [-2.809, -1.800, 0.169], [0.470, 2.274, -1.949], [-0.089, 3.486, 0.101], [3.380, -1.458, 1.371], [-1.234, -2.109, 0.504], [-1.219, 2.415, 0.618], [0.507, 0.356, 1.278], [2.727, -2.585, 0.375], [-0.626, 1.421, 1.825], [-3.063, -1.062, -1.287], [2.648, -0.649, -2.080], [2.951, 0.323, -1.503], [-0.548, 1.701, -2.193], [2.110, -3.399, 0.956], [3.633, -3.115, -0.191], [-2.160, 3.024, 1.017], [-1.630, 1.689, -0.204], [4.404, -1.918, 1.778], [3.576, -1.284, -2.466], [1.983, -0.439, -3.045], [1.021, 2.450, -2.972], [2.690, -1.358, 2.332], [1.194, 1.656, -1.268], [-1.043, -2.318, 1.659], [-0.965, -3.123, -0.066], [-2.936, 0.926, -1.800], [0.765, -0.343, 2.211], [-3.561, 0.667, -0.275], [-3.387, -1.230, 1.037], [3.583, -0.415, 0.880], [-3.346, -2.863, 0.093], [0.930, 3.274, 0.671], [1.526, 0.874, 0.969], [-1.553, 0.928, 2.341], [-0.436, 4.561, 0.482], [-0.128, 2.144, 2.609]]}

=====

Entry 3:
{"formula": "C6H12S", "method": "ωB97M-V with the def2-TZVPD basis set", "lumo_energy_ev": [0.365, 0.170], "e_homo_ev": [-7.519, -7.331], "spin_multiplicity": 1, "charge": 0, "elements": ["S", "C", "C", "C", "C", "C", "C", "H", "H", "H", "H", "H", "H", "H", "H", "H", "H", "H", "H"], "coordinates": [[1.175, 1.475, -1.186], [1.968, 2.338, 0.007], [-1.333, 0.647, -1.873], [0.998, -1.580, 0.917], [-0.310, -1.034, 1.447], [-0.477, 1.370, -0.814], [-1.277, -1.688, 0.884], [-0.630, -0.289, 2.193], [2.894, 2.625, -0.322], [-1.165, -2.443, 0.164], [-1.934, -0.002, -1.326], [-0.830, 0.120, -2.586], [-2.295, -1.530, 1.192], [1.364, -2.145, 1.668], [1.710, -0.668, 0.742], [1.710, 2.063, 0.940], [1.001, -2.079, -0.071], [-0.611, 1.445, 0.284], [-1.957, 1.371, -2.259]]}

=====

Entry 4:
{"formula": "C4H5N2O2S2", "method": "ωB97M-V with the def2-TZVPD basis set", "lumo_energy_ev": [2.939, 2.598], "e_homo_ev": [-3.943, -4.675], "spin_multiplicity": 3, "charge": -1, "s2": 2.016, "elements": ["S", "S", "O", "O", "N", "N", "C", "C", "C", "C", "H", "H", "H", "H", "H"], "coordinates": [[2.129, 0.209, 0.663], [-1.312, 1.844, 0.185], [-2.514, -1.919, -0.375], [-3.560, 0.011, 0.296], [0.291, 1.953, 0.315], [1.722, -1.167, 1.474], [-0.128, -0.482, -0.643], [-2.643, -0.734, -0.088], [1.258, 0.074, -0.960], [-1.269, 0.126, -0.242], [1.379, 1.032, -1.325], [2.481, -1.543, 2.038], [1.936, -0.595, -1.605], [-0.290, -1.577, -0.540], [0.522, 2.768, 0.808]]}

=====

Entry 5:
{"formula": "C7H15N", "method": "ωB97M-V with the def2-TZVPD basis set", "lumo_energy_ev": 0.786, "e_homo_ev": -6.681, "spin_multiplicity": 1, "charge": 0, "elements": ["N", "C", "C", "C", "C", "C", "C", "C", "H", "H", "H", "H", "H", "H", "H", "H", "H", "H", "H", "H", "H", "H", "H"], "coordinates": [[2.973, -0.815, 0.321], [0.995, 0.092, -0.804], [-3.452, -0.931, 0.008], [-2.043, -0.364, 0.150], [2.010, 1.301, 1.141], [1.707, -0.102, 0.540], [-0.174, 1.045, -0.851], [-1.457, 0.433, -0.960], [2.742, -1.672, -0.173], [-3.626, -1.929, 0.484], [-3.862, -0.884, -1.038], [2.281, 1.180, 2.198], [3.450, -1.034, 1.185], [0.676, -0.934, -1.090], [-2.072, 0.529, -1.879], [-1.505, -0.330, 1.081], [2.949, 1.604, 0.676], [-0.099, 1.998, -1.383], [-4.174, -0.218, 0.477], [1.753, 0.491, -1.496], [-1.252, -0.807, -0.736], [1.019, -0.589, 1.241], [1.160, 1.936, 0.909]]}

=====

Entry 6:
{"formula": "C11H15N", "method": "ωB97M-V with the def2-TZVPD basis set", "lumo_energy_ev": 0.971, "e_homo_ev": -7.940, "spin_multiplicity": 1, "charge": 0, "elements": ["N", "C", "C", "C", "C", "C", "C", "C", "C", "C", "C", "C", "H", "H", "H", "H", "H", "H", "H", "H", "H", "H", "H", "H", "H", "H", "H"], "coordinates": [[-1.693, 0.790, -2.684], [0.258, -3.331, 3.650], [0.550, -2.166, 2.645], [0.769, 1.361, -0.092], [-1.383, 0.826, -1.319], [-0.019, 1.161, -1.219], [-1.044, 0.397, 0.931], [1.731, 2.211, -2.968], [-1.956, 0.372, -0.085], [0.484, 1.407, -2.604], [0.231, 0.977, 1.119], [-0.450, 0.905, -3.432], [0.035, -4.196, 3.052], [-0.152, -1.338, 2.891], [-2.574, 0.463, -2.929], [0.593, 1.310, 2.076], [2.470, 1.979, -2.176], [1.031, -3.583, 4.357], [1.772, 1.707, -0.153], [2.003, 1.952, -3.999], [-1.461, 0.019, 1.920], [-0.744, -3.128, 4.076], [1.479, -1.739, 2.722], [-0.502, 0.936, -4.475], [-3.017, 0.055, -0.104], [0.284, -2.559, 1.598], [1.304, 3.210, -2.800]]}

=====

Entry 7:
{"formula": "C4H8O2", "method": "ωB97M-V with the def2-TZVPD basis set", "lumo_energy_ev": 0.631, "e_homo_ev": -8.823, "spin_multiplicity": 1, "charge": 0, "elements": ["O", "O", "C", "C", "C", "C", "H", "H", "H", "H", "H", "H", "H", "H"], "coordinates": [[0.119, -0.586, -1.295], [-0.580, 1.643, -0.064], [1.344, -0.111, -1.004], [-1.212, 0.508, 0.413], [-0.460, -0.560, 1.164], [-0.821, -0.804, -0.269], [-2.265, 0.617, 0.701], [-1.524, -1.588, -0.560], [1.889, 0.003, -1.937], [0.527, 1.639, -0.019], [0.566, -0.356, 1.454], [1.618, 1.307, -0.320], [1.816, -0.568, -0.151], [-1.018, -1.144, 1.888]]}

=====

Entry 8:
{"formula": "C7H10S", "method": "ωB97M-V with the def2-TZVPD basis set", "lumo_energy_ev": [0.201, 0.485], "e_homo_ev": [-6.507, -7.201], "spin_multiplicity": 1, "charge": 0, "elements": ["S", "C", "C", "C", "C", "C", "C", "C", "H", "H", "H", "H", "H", "H", "H", "H", "H", "H"], "coordinates": [[-2.784, -0.188, 2.526], [-0.175, -0.495, 0.240], [-0.133, 1.771, -0.102], [-0.989, 0.863, 0.663], [-1.486, 0.831, 2.045], [0.724, 1.214, -1.045], [0.740, -0.148, -0.845], [1.230, -1.221, -1.765], [-1.873, 0.720, -0.024], [0.394, -1.369, -2.395], [-0.142, 2.867, 0.293], [1.402, -2.059, -1.122], [-0.758, -1.411, 0.224], [0.507, -0.546, 1.241], [-3.398, 0.502, 3.577], [1.198, 1.795, -1.821], [-1.153, 1.435, 2.876], [2.185, -0.910, -2.257]]}

=====

Entry 9:
{"formula": "C3H4N4S", "method": "ωB97M-V with the def2-TZVPD basis set", "lumo_energy_ev": -1.496, "e_homo_ev": -8.309, "spin_multiplicity": 1, "charge": 0, "elements": ["S", "N", "N", "N", "N", "C", "C", "C", "H", "H", "H", "H"], "coordinates": [[-2.725, -0.487, -0.006], [2.735, -1.361, -0.026], [1.985, 0.922, 0.014], [0.471, -0.591, -0.077], [0.877, 1.627, 0.066], [-0.122, 0.635, 0.039], [1.814, -0.437, -0.015], [-1.501, 0.772, -0.030], [-2.035, -1.432, 0.486], [0.070, -1.604, 0.097], [-1.768, 1.788, -0.340], [3.712, -0.943, 0.052]]}

=====

Entry 10:
{"formula": "C18H19NO5S", "method": "ωB97M-V with the def2-TZVPD basis set", "lumo_energy_ev": -0.187, "e_homo_ev": -8.243, "spin_multiplicity": 1, "charge": 0, "elements": ["S", "O", "O", "O", "O", "O", "N", "C", "C", "C", "C", "C", "C", "C", "C", "C", "C", "C", "C", "C", "C", "C", "C", "C", "C", "H", "H", "H", "H", "H", "H", "H", "H", "H", "H", "H", "H", "H", "H", "H", "H", "H", "H", "H"], "coordinates": [[-2.100, 0.188, -0.590], [1.364, 2.249, 0.393], [-0.083, -2.501, 0.814], [-5.449, -0.007, -0.517], [4.191, 0.153, -0.212], [-4.626, -0.332, 1.547], [0.736, -0.391, 0.486], [-6.490, -0.965, -0.294], [-1.586, -0.639, 0.959], [2.901, -1.716, 0.040], [3.801, -3.909, -0.171], [-0.239, -1.306, 0.744], [2.905, 0.540, 0.057], [5.068, -3.378, -0.427], [4.189, -1.196, -0.222], [3.221, 4.222, -0.756], [2.528, 1.932, 0.144], [3.599, 2.923, -0.077], [3.522, 4.222, 0.696], [-3.506, 1.169, 0.046], [2.713, -3.100, 0.063], [-4.585, 0.203, 0.469], [5.283, -2.016, -0.457], [-7.689, -0.587, -1.143], [2.073, -0.561, 0.219], [1.737, -3.509, 0.265], [2.694, 4.321, 1.381], [-8.066, 0.390, -0.852], [6.255, -1.593, -0.653], [0.488, 0.605, 0.478], [3.677, -4.981, -0.156], [-3.835, 1.789, -0.784], [-1.515, 0.126, 1.733], [4.574, 2.504, -0.280], [-6.736, -0.974, 0.773], [-6.107, -1.952, -0.574], [-8.476, -1.324, -1.008], [5.896, -4.048, -0.605], [-7.408, -0.554, -2.192], [4.450, 4.648, 1.044], [-2.330, -1.385, 1.237], [2.189, 4.320, -1.056], [-3.160, 1.771, 0.884], [3.934, 4.648, -1.444]]}

=====

Entry 11:
{"formula": "C26H45Cl2F3N7O4", "method": "ωB97M-V with the def2-TZVPD basis set", "lumo_energy_ev": -3.815, "e_homo_ev": -10.541, "spin_multiplicity": 1, "charge": 1, "elements": ["Cl", "Cl", "F", "F", "F", "O", "O", "O", "O", "N", "N", "N", "N", "N", "N", "N", "C", "C", "C", "C", "C", "C", "C", "C", "C", "C", "C", "C", "C", "C", "C", "C", "C", "C", "C", "C", "C", "C", "C", "C", "C", "C", "H", "H", "H", "H", "H", "H", "H", "H", "H", "H", "H", "H", "H", "H", "H", "H", "H", "H", "H", "H", "H", "H", "H", "H", "H", "H", "H", "H", "H", "H", "H", "H", "H", "H", "H", "H", "H", "H", "H", "H", "H", "H", "H", "H", "H"], "coordinates": [[2.881, -0.613, 0.988], [3.621, 2.300, 1.534], [0.095, 0.211, 1.808], [1.092, 1.730, 3.052], [-1.035, 1.713, 2.821], [6.605, -3.433, 3.702], [-4.722, 3.759, -3.747], [1.328, -1.719, -4.881], [1.112, -5.757, 5.568], [4.885, -3.522, 5.135], [1.301, 2.766, 0.107], [2.081, 4.862, -0.859], [-0.888, -5.746, 4.563], [-6.529, 3.801, -5.066], [1.317, 4.559, 1.369], [1.495, -3.683, -3.815], [0.140, 1.498, 2.153], [3.729, -3.022, 5.859], [1.800, -2.846, -4.842], [0.443, -5.467, 4.590], [-6.837, 3.505, -2.652], [-5.941, 3.697, -3.851], [1.616, 4.126, 0.137], [0.127, 2.482, 0.965], [-2.064, 1.324, 0.193], [-0.017, 3.898, 1.661], [2.523, 0.535, -0.356], [-3.074, 1.089, -0.725], [1.953, -5.045, -3.597], [-1.071, 2.896, -1.254], [2.731, -3.362, -5.911], [-1.041, 2.225, -0.033], [-1.064, 4.870, 1.092], [-3.084, 1.767, -1.922], [1.042, -4.794, 3.377], [2.570, 2.041, 0.068], [1.280, 0.124, -1.160], [-1.841, -5.482, 3.502], [5.303, -1.437, 3.909], [-2.063, 2.661, -2.174], [5.659, -2.870, 4.229], [-7.945, 3.752, -5.389], [0.869, -3.277, -3.138], [0.539, -0.448, -0.598], [-6.223, 3.441, -1.758], [-3.846, 0.366, -0.475], [-0.051, 3.939, 2.751], [2.619, -5.374, -4.387], [-1.220, -6.194, 5.402], [3.163, 2.529, -0.711], [2.872, -3.655, 5.621], [1.625, -0.540, -1.966], [-8.124, 2.927, -6.079], [0.850, 0.985, -1.686], [3.373, 0.385, -1.028], [-7.410, 2.582, -2.748], [0.568, -3.824, 3.211], [-2.285, -6.425, 3.178], [4.297, -1.384, 3.489], [-8.554, 3.614, -4.502], [3.503, -1.991, 5.605], [1.349, 5.556, 1.554], [6.006, -1.052, 3.175], [2.104, -4.636, 3.545], [-2.092, 4.587, 1.342], [0.920, -5.425, 2.496], [5.177, -4.472, 5.303], [5.367, -0.821, 4.807], [-0.955, 5.077, 0.025], [2.772, 5.572, -0.651], [-2.020, 3.194, -3.122], [-2.633, -4.837, 3.887], [-7.516, 4.352, -2.545], [2.300, -4.236, -6.400], [-2.104, 0.735, 1.104], [3.700, -3.618, -5.480], [-3.883, 1.589, -2.635], [-1.370, -4.999, 2.652], [-8.230, 4.685, -5.877], [1.089, -5.709, -3.557], [-0.317, 3.617, -1.557], [2.877, -2.586, -6.656], [-5.872, 3.927, -5.820], [-0.902, 5.834, 1.603], [2.478, -5.095, -2.641], [1.742, 4.810, -1.810], [3.933, -3.094, 6.929]]}

=====

Entry 12:
{"formula": "C19H30F3IN3O3", "method": "ωB97M-V with the def2-TZVPD basis set", "lumo_energy_ev": -4.539, "e_homo_ev": -11.669, "spin_multiplicity": 1, "charge": 1, "elements": ["I", "F", "F", "F", "O", "O", "O", "N", "N", "N", "C", "C", "C", "C", "C", "C", "C", "C", "C", "C", "C", "C", "C", "C", "C", "C", "C", "C", "C", "H", "H", "H", "H", "H", "H", "H", "H", "H", "H", "H", "H", "H", "H", "H", "H", "H", "H", "H", "H", "H", "H", "H", "H", "H", "H", "H", "H", "H", "H"], "coordinates": [[-0.885, 4.624, 1.812], [-6.735, 3.527, -0.175], [-6.305, 1.918, 1.193], [-6.723, 3.887, 1.956], [0.223, -0.133, -0.573], [6.381, -0.325, 1.029], [-3.998, 0.405, 0.815], [-2.762, 0.992, 0.684], [-1.890, 0.218, 0.106], [5.037, -0.557, -0.794], [1.154, 2.406, 0.321], [-4.651, 3.610, 0.882], [-0.255, 1.926, 0.512], [-6.114, 3.229, 0.970], [2.305, 1.430, 0.651], [-0.654, 0.654, 0.016], [3.581, -0.348, -0.769], [-2.568, 2.188, 1.226], [1.268, -3.024, -0.418], [-0.648, -2.884, -2.995], [5.583, -0.995, 0.462], [-0.893, -2.815, 0.857], [-0.258, -3.058, -0.518], [-1.246, 2.698, 1.119], [3.243, 1.138, -0.539], [-0.207, -0.799, -1.799], [5.157, -2.326, 1.023], [-0.837, -2.182, -1.644], [-3.719, 2.883, 1.880], [1.617, -3.914, 0.100], [-4.619, 4.673, 1.113], [-0.343, -2.075, 1.439], [3.082, -0.958, -0.016], [1.567, -2.177, 0.197], [-4.315, 3.526, -0.149], [-1.907, -2.058, -1.482], [1.219, 2.753, -0.715], [-0.898, -0.135, -2.318], [5.267, -1.246, -1.502], [0.373, -3.253, -3.082], [-4.516, 0.670, 0.037], [-0.846, -2.220, -3.835], [4.194, 1.640, -0.378], [-1.306, -3.747, -3.066], [1.917, 0.499, 1.057], [-1.925, -2.484, 0.757], [1.760, -2.929, -1.383], [-3.323, 3.604, 2.582], [2.835, 1.551, -1.461], [4.157, -2.629, 0.723], [-0.915, -3.742, 1.426], [5.209, -2.290, 2.107], [1.292, 3.294, 0.925], [0.690, -0.863, -2.411], [5.858, -3.083, 0.675], [2.909, 1.897, 1.424], [3.187, -0.666, -1.733], [-0.534, -4.080, -0.787], [-4.271, 2.152, 2.468]]}

=====

Entry 13:
{"formula": "C2H4N2O2", "method": "ωB97M-V with the def2-TZVPD basis set", "lumo_energy_ev": [-0.164, -0.506], "e_homo_ev": [-9.204, -8.660], "spin_multiplicity": 1, "charge": 0, "elements": ["O", "O", "N", "N", "C", "C", "H", "H", "H", "H"], "coordinates": [[3.905, 1.022, 1.978], [2.051, 1.100, 1.449], [4.374, 0.011, 1.683], [1.972, 0.021, 0.771], [1.051, -0.420, 0.023], [-0.248, 0.293, 0.047], [-1.017, -0.283, 0.740], [1.200, -1.393, -0.560], [-0.504, 0.365, -1.020], [-0.155, 1.345, 0.507]]}